Entry 1:
15
Properties=species:S:1:pos:R:3 method="wB97M-V/def2-TZVPD" e_above_lowest_kcal_mol=238.9 lumo_ha="-0.054 / -0.023"
C 1.724 -0.845 0.018
C 2.570 -0.613 1.076
C 0.720 0.412 1.647
C 0.527 -0.203 0.450
N -1.652 1.229 -1.840
N -1.308 0.000 -1.646
N -1.970 -0.548 -0.535
O -1.811 -1.798 -0.380
O -2.734 0.136 0.120
O 1.948 0.153 2.073
H 1.727 -1.376 -0.970
H 3.594 -0.971 1.267
H 0.164 1.119 2.179
H -2.194 1.553 -0.943
H -1.307 1.753 -2.518


Entry 2:
13
Properties=species:S:1:pos:R:3 method="wB97M-V/def2-TZVPD" e_above_lowest_kcal_mol=87.6 lumo_ha=0.003
C 2.461 -0.027 -0.039
C 0.282 -1.424 0.334
C 0.573 -0.198 -0.012
C -0.182 1.013 -0.175
N 3.014 1.158 0.215
N 3.261 -1.054 -0.224
N 4.248 1.074 0.229
S 4.766 -0.452 -0.035
H -0.746 -1.930 0.324
H 0.908 -2.242 0.650
H -1.119 1.093 0.461
H 0.381 1.989 0.163
H -0.408 1.120 -1.173


Entry 3:
13
Properties=species:S:1:pos:R:3 method="wB97M-V/def2-TZVPD" e_above_lowest_kcal_mol=56.2 smiles="CC1=NC=NN=CS1" lumo_ha=0.020
C 1.826 -1.685 0.454
C 0.918 -0.627 -0.051
N 0.446 -0.723 -1.216
C -0.416 0.274 -1.713
N -1.427 0.835 -1.172
N -1.918 0.360 0.008
C -1.188 0.395 1.027
S 0.563 0.725 1.085
H 2.114 -2.414 -0.338
H 1.377 -2.142 1.304
H 2.748 -1.152 0.789
H -0.150 0.610 -2.702
H -1.641 0.050 1.941